[1]
A molecular structure, C19H43OP3PrS2 in a non-equilibrium geometry. Source: OMol25; level of theory: ωB97M-V with the def2-TZVPD basis set.

Output
LUMO (spin up / spin down) (eV): -10.4 / -9.6
Kohn-Sham gap (spin up / spin down) (Ha): 0.218 / 0.248
Energy above the lowest of the compared OMol25 structures with the same formula, charge and spin (kJ/mol): 45.4
E (Eh): -3161.4006

```
! wB97M-V def2-TZVPD RIJCOSX def2/J DEFGRID3
* xyz 3 3
H -1.06179 -0.88479 -5.96618
C -0.80273 3.83902 -1.14760
H -0.17795 4.55167 0.71958
H -4.12222 0.99468 1.92352
H 3.83309 -0.36895 -3.04841
H 5.30566 2.06201 1.93799
C -2.30028 -0.25060 -2.89616
H -1.07752 -3.32683 0.72546
H -2.40339 2.29040 3.82282
H 2.40627 -0.30123 2.96448
H 2.50750 -2.06190 1.99430
H 2.51819 -1.03067 -4.04608
H -2.15964 -2.26680 1.71637
H 4.64396 2.83036 0.45313
H 0.78187 -2.88874 -3.20428
H 3.97799 3.25113 2.08696
H -1.00001 -3.38845 2.51522
H 0.38486 -1.61279 4.08620
H -3.79946 -1.44594 -1.84948
H -3.54864 1.20510 -1.39250
C 2.93659 0.66482 2.94947
H 1.22217 3.72970 -0.15464
H 2.79642 -3.64093 -0.87417
C -3.48721 -2.04388 -3.92147
H 1.39898 -3.02847 2.99848
H -0.90123 3.06143 3.28294
S 3.12225 1.21693 1.24599
H -3.69708 3.10221 1.83467
H -3.23117 -2.18410 -6.08554
H -1.82485 4.27356 -1.00113
C -2.76652 3.16763 1.25552
C -1.46551 2.12283 3.27946
C -1.36889 -0.25045 -3.95765
C 4.40307 2.45354 1.45729
H -3.28277 -0.18034 0.86956
H 0.44971 0.05781 3.51945
C 3.15970 -1.23045 -3.18144
C -0.06005 -0.89494 3.38566
H 0.75590 -3.50496 -1.51424
P 2.10781 -1.41675 -1.66967
Pr 0.66997 1.40854 -0.45283
C -3.18820 0.43880 1.76981
H 4.24302 -2.65441 -1.34711
C 3.25184 -2.63759 -0.85949
H -1.11858 -0.77021 3.63781
H -3.00869 3.33134 0.20666
C -1.16799 -2.73606 1.64763
H 3.92294 0.52260 3.40551
H 3.70937 -2.16085 -3.37657
H -0.61873 3.67089 -2.23366
C 0.13472 3.95237 -0.15136
H -2.15500 4.00600 1.61581
C 0.75621 -2.60523 -2.14687
C -1.69906 -0.95765 -5.10264
H 2.40762 1.44267 3.52267
C -3.23836 -1.28865 -2.75720
H -0.86291 1.42730 3.85714
H 1.57419 -3.39013 1.26421
C -2.84189 -1.76771 -5.14229
O 1.95114 2.29681 1.10999
H -0.52188 0.40794 -3.90408
H -4.24831 -2.83586 -3.94204
S -2.24870 1.16567 -1.75671
H -2.99629 -0.22579 2.62206
H -0.17009 -2.06717 -1.92951
P -1.80550 1.63111 1.54057
C 1.54565 -2.58169 2.00662
P 0.14359 -1.44187 1.63066
H 3.40681 -2.25308 0.15129
*
```

=====

[2]
2 unconnected molecules or ions with the total composition C6H6O in a non-equilibrium geometry. Source: OMol25; level of theory: ωB97M-V with the def2-TZVPD basis set.

Output
LUMO (eV): 0.9
Kohn-Sham gap (Ha): 0.354
Structure (SMILES): O=C=C1CC1.C#C
Energy above the lowest of the compared OMol25 structures with the same formula, charge and spin (kJ/mol): 519.7
E (Eh): -307.2655

```
! wB97M-V def2-TZVPD RIJCOSX def2/J DEFGRID3
* xyz 0 1
C 0.14216 -1.56003 0.25276
C 0.22610 -0.21566 -1.97738
C 0.63245 -0.73540 -0.87835
O 0.12050 0.06572 -3.11995
H -0.81125 -1.37496 0.51143
C 1.14248 -0.53200 0.58736
H 0.42205 2.35028 0.21882
H -2.78421 1.29807 0.89749
H 2.17451 -0.65626 0.74244
C -1.74035 1.73783 0.75985
C -0.58394 1.95045 0.58513
H 0.74535 0.29742 1.01888
H 0.31416 -2.62546 0.40153
*
```

=====

[3]
A molecular structure, C22H32FN8O4PdSe3Te. Source: OMol25; level of theory: ωB97M-V with the def2-TZVPD basis set.

Output
LUMO (spin up / spin down) (eV): -2.8 / -5.2
Kohn-Sham gap (spin up / spin down) (Ha): 0.272 / 0.194
E (Eh): -9296.4449

```
! wB97M-V def2-TZVPD RIJCOSX def2/J DEFGRID3
* xyz 1 5
F -2.02344 0.23413 5.44358
H 0.54018 5.83988 -1.55563
H -2.88670 -3.10409 1.01320
C 1.44230 -3.93011 -0.41843
H -1.64380 -1.01640 -1.76533
Te 4.19729 1.04432 2.90242
C -0.59336 2.51510 -2.76002
H -0.92212 3.46193 -2.35336
N 1.74311 -2.72753 -1.20029
H -1.61182 1.88148 1.01312
H -0.50445 1.60157 2.36731
Se 3.13744 -1.01838 3.83901
H 0.85703 3.59748 2.99812
H 1.73695 -3.73591 0.61539
C 0.75794 5.41774 -0.57208
C -1.86418 -1.20015 0.71873
O -2.19785 -0.10346 0.27007
O -1.78525 -4.31379 2.61893
Pd 0.93503 -0.06772 0.58130
H 3.18491 -1.88242 0.08580
N -2.56484 -2.17154 2.81581
C -1.30485 -2.04308 5.34537
H -1.63702 2.97132 2.42565
C 2.07244 3.73306 -1.77064
H 3.80810 -2.93215 -1.21075
C -0.23627 -3.90073 -2.83593
C 0.76309 -1.97320 -1.70886
C 0.17323 0.02208 -3.80577
N 0.84416 -0.62616 -1.53981
C 3.06804 -2.17112 -0.96349
Se 1.19368 -1.34320 2.66656
H -2.33728 -2.63326 -1.92631
C -1.00704 2.37160 1.76905
Se 3.13526 1.29382 0.74807
C 0.02763 1.57480 -1.89083
C -2.58474 -1.00297 3.55297
H 2.93784 4.37285 -1.59521
N 1.08285 4.00786 -0.73955
H -0.49798 0.77927 -5.66590
N -0.02425 3.25972 1.15579
O -0.69812 -2.03343 6.38733
H -0.77468 -4.61392 -2.21014
N 0.28884 1.78812 -0.59184
H 1.59016 5.97275 -0.13648
H -0.70893 -3.87952 -3.81880
H 3.22921 -1.29856 -1.59191
H -3.90168 -1.65579 1.28994
C -0.37224 0.97281 -4.60970
H 1.67559 3.94082 -2.76697
H -3.09555 -0.16413 3.09912
H 0.48445 -0.93073 -4.21208
C -1.61257 -1.93375 -2.34551
C -1.90161 -3.29964 3.26786
H 1.60913 4.47859 1.66482
C 0.65985 4.15681 2.08258
H 2.39858 2.69867 -1.72153
H -1.27194 2.94385 -4.71947
C -2.00063 -0.90512 4.74569
C 0.42495 3.03370 -0.07613
C -0.79084 2.22307 -4.07295
H 0.04813 5.02515 2.32878
H -0.11999 5.53284 0.05574
H -0.90904 -4.00043 4.89275
H 1.99292 -4.78950 -0.80106
C 0.35107 0.26406 -2.41482
C -2.90895 -2.08846 1.40104
H 0.37674 -4.13058 -0.41895
H -1.88427 -1.72723 -3.38237
H 0.79589 -4.22061 -2.94323
O -0.69301 -1.70504 0.68017
N -0.29502 -2.55385 -2.28100
N -1.39770 -3.18358 4.55107
*
```

=====

[4]
A gas-phase ion, C5H7N2 (charge +1) in a non-equilibrium geometry. Source: OMol25; level of theory: ωB97M-V with the def2-TZVPD basis set.

Output
LUMO (spin up / spin down) (eV): -6.8 / -6.8
Kohn-Sham gap (spin up / spin down) (Ha): 0.271 / 0.270
Energy above the lowest of the compared OMol25 structures with the same formula, charge and spin (kJ/mol): 755.8
E (Eh): -303.7311

```
! wB97M-V def2-TZVPD RIJCOSX def2/J DEFGRID3
* xyz 1 1
C 1.38175 0.46160 0.54435
C -1.66318 1.26784 0.12592
N 0.60775 0.03074 -0.65992
H -1.50954 2.32174 0.16517
C 2.01883 -0.26080 -0.56690
H 2.78875 0.27329 -1.21492
C -2.16181 0.12210 0.12385
C -1.27431 -1.17965 -0.08970
H 1.59746 1.51270 0.61633
H 1.12598 -0.04878 1.46345
H -1.76956 -2.19475 0.17205
H 2.25732 -1.35057 -0.44660
H -3.30114 0.08664 0.15143
N -0.09830 -1.04211 -0.38453
*
```

=====

[5]
9 unconnected molecules or ions with the total composition C4H24NO9S in a non-equilibrium geometry. Source: OMol25; level of theory: ωB97M-V with the def2-TZVPD basis set.

Output
LUMO (eV): 2.3
Kohn-Sham gap (Ha): 0.211
Energy above the lowest of the compared OMol25 structures with the same formula, charge and spin (kJ/mol): 233.7
E (Eh): -1296.9471

```
! wB97M-V def2-TZVPD RIJCOSX def2/J DEFGRID3
* xyz -1 1
O -1.42414 1.23217 -3.53718
O -2.72200 -1.24067 -2.69132
O -0.06862 -0.68944 -2.53121
O 3.73324 1.11014 -0.31203
C 0.38930 0.90919 0.70441
O -3.65436 -3.40231 0.56220
H 4.06003 1.59426 0.44956
H 2.05515 -1.27298 -0.71328
H -0.14177 -0.70331 -1.55293
H 2.91576 0.65712 -0.05164
H 0.17281 2.53536 -0.70622
H 0.55831 -1.43646 -2.44331
S 1.52400 2.94925 2.78402
H 0.58027 -4.13024 -1.37562
H -3.17884 -2.64056 0.94603
N -0.23972 0.20774 1.66976
C 0.28276 2.39784 0.37170
C 1.45624 3.14508 0.94978
H -1.88847 -1.71302 -2.77314
H 2.89358 -2.69908 -0.66954
O 1.07744 0.19968 -0.08437
H -3.94866 -3.02045 -0.26650
H -0.80172 0.72707 -4.06100
H -0.61752 2.71731 0.89936
H 2.32709 2.89006 0.34981
O 1.02906 -4.56174 -0.64565
C -0.82491 0.65145 2.89600
O 2.06068 -2.24043 -0.72127
H -2.84719 -1.17599 -0.90642
H -0.08567 0.94844 3.63469
H -0.26314 -0.77240 1.44218
H -1.33435 -0.21571 3.35740
H 1.53843 4.22749 0.83543
O -2.90818 -1.10413 0.05380
H -1.15726 1.11400 -2.62389
H -2.55308 -0.37268 -3.10920
H -2.50785 -0.29620 0.38006
H 0.93720 -3.87209 0.01973
H -1.64056 1.37717 2.83545
*
```

=====

[6]
2 unconnected molecules or ions with the total composition C6H7NS in a non-equilibrium geometry. Source: OMol25; level of theory: ωB97M-V with the def2-TZVPD basis set.

Output
LUMO (eV): 0.7
Kohn-Sham gap (Ha): 0.346
Structure (SMILES): C#C[C@@]1(C)CS1.C#N
Energy above the lowest of the compared OMol25 structures with the same formula, charge and spin (kJ/mol): 401.6
E (Eh): -685.6169

```
! wB97M-V def2-TZVPD RIJCOSX def2/J DEFGRID3
* xyz 0 1
N 0.08604 1.82778 -1.99484
S 0.95981 -2.67086 0.50511
C -1.09870 -0.71532 1.42265
H -0.72627 -1.87709 -0.87149
H -1.08344 -0.53773 2.58641
H -1.63864 0.20086 1.13503
C 0.23145 -0.88249 0.66879
H 0.92282 -0.92408 -1.41064
C 0.20085 -1.47817 -0.65959
H -1.12237 3.56555 -1.50311
C -0.57732 2.70529 -1.77352
C 1.97383 0.80273 1.48231
H -1.71157 -1.56027 1.20291
C 1.15736 0.12204 0.92353
H 2.44295 1.57575 1.94496
*
```

=====

[7]
A molecular structure, C23H47NO18Zr3 in a non-equilibrium geometry. Source: OMol25; level of theory: ωB97M-V with the def2-TZVPD basis set.

Output
LUMO (eV): -6.7
Kohn-Sham gap (Ha): 0.272
E (Eh): -2454.2648

```
! wB97M-V def2-TZVPD RIJCOSX def2/J DEFGRID3
* xyz 2 1
H 3.56819 1.99095 -1.49650
H 4.23051 -4.32616 0.99463
O 4.50192 -1.85067 -0.32701
H 5.23630 -4.43231 -0.37536
C 3.45037 2.12063 -2.57233
H 4.10595 3.59854 -4.14961
O -0.06921 1.37358 -3.00183
H -0.70037 6.10195 -0.34251
H 5.21033 -0.07208 -5.63706
H -7.94427 0.73842 0.68493
C 0.70517 -4.16094 1.61933
H -5.51220 0.99399 0.41810
H -7.88476 -0.82748 0.02088
H -0.25210 0.12792 5.37173
C 4.51356 -0.56078 -4.95604
H -3.57695 -1.05185 -2.89054
C -3.45267 -1.64619 -1.98532
H 1.58268 1.51131 0.53938
O 0.19794 -0.58591 -3.82045
C 0.32188 -2.04249 5.91850
H -0.35460 -2.89676 5.94448
H -4.23897 2.85669 4.71785
O -1.30743 0.98173 1.40046
C -4.51905 0.86863 3.81823
C -0.50674 1.07502 -5.25515
H -2.36613 -1.72369 -1.94616
O 1.53793 -3.25405 2.26828
O -0.36251 -0.83712 3.57304
C 3.62105 0.58097 -4.44912
H 1.54367 0.16657 -0.57137
C 4.59900 -1.24937 0.84055
H -1.10630 0.21739 -5.56028
H 3.88950 -1.30275 -5.45419
H -4.03043 -2.56269 -2.10497
H 2.61044 -2.70313 -0.65231
H -7.64560 0.71246 -1.03775
O -2.74529 3.96434 0.89028
C -0.48423 0.76286 0.22586
H 5.19103 0.58747 1.55835
O 4.06101 1.02457 -3.25295
C 4.28170 3.33242 -3.10731
O 1.50483 -0.33272 1.35062
H -5.00584 1.27673 2.93247
H 5.03096 -0.97482 -4.09061
C -2.25757 4.43911 -0.36674
O 2.87643 1.21655 -5.19619
Zr 2.13130 -1.36420 3.21728
C -5.91899 0.00390 0.21230
H 1.41227 -4.75341 1.03874
O 0.02603 4.47395 0.77012
H 3.75933 -2.98432 -1.81086
H 0.39989 -1.85954 6.99020
O 3.96686 -1.42879 1.91932
H -3.26669 1.54465 5.41083
H 5.35014 3.18238 -2.95223
H -0.38523 4.73580 -1.27044
H -1.03431 -4.46022 0.26535
C -0.77373 5.01563 -0.29122
H 0.02278 -3.32798 -0.33105
C 3.66527 -2.96796 -0.72506
N -0.08232 0.57356 -3.92207
H 3.64437 -5.13020 -0.52638
C 1.11422 0.54424 0.35656
H 5.24267 0.46427 -0.27342
C -3.60224 2.00424 4.48116
O -3.83847 -0.16819 3.12382
H -0.95875 2.06492 -5.19284
H 6.52754 -0.19929 0.70377
O -2.52594 2.46024 3.68859
O -5.17655 -0.47710 -0.88385
H 0.32239 -4.89894 2.32426
C -0.52444 -0.86767 5.02142
H -5.70748 -0.52098 1.14389
O 1.60896 -2.19475 5.20591
H -2.33226 3.61402 -1.07508
H 2.39730 2.09742 -2.85266
Zr -1.12708 3.17746 2.19586
H -0.90855 1.47363 -0.48326
H 4.00364 4.26962 -2.62522
O -1.41468 -2.60624 1.07168
H -0.87179 -0.17961 -0.16097
C -0.43818 -3.61672 0.61353
C 5.45437 -0.00944 0.68517
H 0.39889 1.08569 -5.86165
H -1.61220 -0.80165 5.04425
C -7.46339 0.16915 -0.11055
Zr -2.08760 -0.95582 2.22324
C -3.96893 -0.95681 -0.70313
C 4.19244 -4.29298 -0.09420
O -3.35992 -0.80099 0.33960
H -2.96689 5.12704 -0.82685
H -5.34320 0.51513 4.43785
*
```

=====

[8]
A molecular structure, C31H35CaF2N4O8PS2 in a non-equilibrium geometry. Source: OMol25; level of theory: ωB97M-V with the def2-TZVPD basis set.

Output
LUMO (eV): 4.2
Kohn-Sham gap (Ha): 0.250
Energy above the lowest of the compared OMol25 structures with the same formula, charge and spin (kJ/mol): 310.7
E (Eh): -4038.3892

```
! wB97M-V def2-TZVPD RIJCOSX def2/J DEFGRID3
* xyz -2 1
H 5.37807 2.73857 -0.61736
H -1.48466 -2.14717 5.22226
N -2.51133 0.48394 -0.73166
H 3.16800 -1.09277 2.42483
H -9.87982 -2.72276 -1.99141
C -3.09946 -2.74562 0.77000
C 4.20108 2.02117 2.35113
F -5.21642 -3.86476 0.91006
H 3.76050 4.45245 0.60552
F -3.76320 -1.35499 4.58858
O 1.11502 0.42957 -1.55434
O -2.99769 -3.25128 -3.65448
C -6.35535 -1.60074 -3.38961
C 3.20478 2.62822 -0.44110
C 3.54051 2.99664 3.32940
N -9.19229 -3.46019 -1.93585
O -3.65395 -1.02445 -4.46190
P 2.85303 1.51379 1.03259
H 1.79327 -1.07574 1.29770
H -4.43515 3.10596 -1.42130
H 5.56088 3.52776 1.56380
H 2.02503 4.13599 0.53521
H 3.13326 -2.20584 1.04729
H -4.66952 -3.99965 -1.74288
H 4.61003 1.48214 -1.61264
C -5.51456 -3.43124 -2.09427
H 4.32442 1.07029 2.89071
H -2.46950 2.34005 0.21402
O 0.14441 -0.15364 -5.28004
H 3.21484 -0.27374 -0.51483
H 4.47619 3.17604 -2.07165
C -6.80269 -3.78366 -1.74610
C 0.54122 0.50301 3.44494
H 1.68141 0.72456 5.26196
O 0.80700 -1.75356 -1.11759
N -2.88536 -1.37064 -2.04450
S -4.36712 0.86944 -2.47218
C -3.94455 2.15488 -1.37045
H 3.43550 3.98700 2.89013
C -3.49771 -1.86713 3.33574
C -7.88576 -3.04851 -2.22078
O 0.92487 0.64645 -0.15775
C 3.57122 -0.15013 0.51023
H 2.39438 2.34395 -1.11743
S -3.57684 -1.96448 -3.36724
H -2.99923 -3.08674 -0.25049
C 2.95601 4.07488 -0.02314
C -2.29333 -1.60066 2.68933
O 1.05787 -0.99897 -3.18625
C 0.87150 0.21290 4.76188
H 1.10992 1.21450 2.86084
H -9.27007 -4.00376 -1.08817
H -6.98142 -4.62512 -1.09396
H 4.14064 3.09900 4.23916
C 4.50694 2.49083 -1.22055
C 0.97219 -0.84342 -1.93794
C -4.25042 -3.06019 1.46374
H 2.54613 2.65219 3.60558
H -5.43861 -2.80200 3.24840
C -0.90554 -1.37183 4.74570
N -0.45757 -0.06965 2.80242
Ca -0.77918 -0.76260 -0.22475
C 5.60076 2.54316 2.02601
H 5.63616 0.28048 -0.07472
C 0.13156 -0.75954 5.41909
C -0.17092 0.02921 -4.16889
C 2.87369 -1.19885 1.37819
H 6.14219 1.87403 1.36519
C -5.28960 -2.33611 -2.90681
H 5.24919 -1.41865 0.15436
C 5.07395 -0.41340 0.54194
C -2.94492 1.75486 -0.55856
H 6.18064 2.64409 2.95153
C -7.64973 -1.94954 -3.04300
H -6.15747 -0.75524 -4.03040
C -4.50370 -2.60051 2.74558
C -3.11891 -0.13699 -1.70631
C -2.07108 -1.99144 1.35072
H 0.36319 -1.03851 6.44121
O -0.85027 0.54831 -3.36966
C -1.19170 -0.97979 3.43103
H -8.48986 -1.37299 -3.40724
H 5.45572 -0.37669 1.56049
H 2.87474 4.71845 -0.89998
*
```

=====

Question: What is the formula in the sixth record?
Answer: C6H7NS